(1)
Below is a cluster of 2 separate species, CH3NSi in total, with properties calculated with the ωB97M-V functional and the def2-TZVPD basis.

As for the multiplicity: 1. As for the largest force on an atom: 6.140 eV/Å. As for the total energy: -10450.2751 eV. The calculation puts the HOMO energy at -11.4 eV. The value obtained for the gap between HOMO and LUMO is 10.5 eV.

Bonds (Å) are listed after each position.
Positions of all 6 atoms, in Å:
1 Si 0.0631 -0.1769 -0.0827  H4 1.368, H5 1.545, H6 1.458
2 N 0.9084 -3.5098 -1.3512  C3 1.132
3 C 0.6984 -2.4593 -0.9855  N2 1.132
4 H -0.2316 -0.7699 1.1142  Si1 1.368
5 H -1.3130 0.0765 -0.7383  Si1 1.545
6 H 1.2077 0.7262 -0.0739  Si1 1.458

---

(2)
Below is a cluster of 2 separate species, CH3O2 in total, with properties calculated with the ωB97M-V functional and the def2-TZVPD basis.

As for the multiplicity: 1. As for the largest force on an atom: 4.122 eV/Å. As for the total energy: -5171.6241 eV. The net charge is +1. The calculation puts the HOMO energy at -20.0 eV. The value obtained for the gap between HOMO and LUMO is 15.4 eV.

Bonds (Å) are listed after each position.
Positions of all 6 atoms, in Å:
1 O 1.4124 -1.8883 1.2225  C3 1.096
2 O -0.4454 0.7951 -0.6582  H4 1.077, H5 1.142, H6 0.944
3 C 0.7995 -1.1219 0.7333  O1 1.096
4 H -0.5160 1.7610 -0.1875  O2 1.077
5 H -0.0421 -0.0358 0.0134  O2 1.142
6 H -1.2085 0.4900 -1.1236  O2 0.944

---

(3)
Below is the ion CH3O2 with charge +1, with properties calculated with the ωB97M-V functional and the def2-TZVPD basis.

As for the multiplicity: 3. As for the largest force on an atom: 8.541 eV/Å. As for the total energy: -5165.3734 eV. The net charge is +1. The calculation puts the HOMO energy (spin up / spin down) at -16.7 / -19.0 eV. The value obtained for the gap between HOMO and LUMO (spin up / spin down) is 10.3 / 9.0 eV.

Bonds (Å) are listed after each position.
Positions of all 6 atoms, in Å:
1 O -0.9917 0.8812 1.1436  O2 1.630, H4 0.902
2 O 0.2713 -0.0055 0.6181  O1 1.630, C3 1.222
3 C 0.4154 -0.4232 -0.5213  O2 1.222, H5 1.093, H6 1.093
4 H -0.4369 1.3068 1.7132  O1 0.902
5 H 1.4040 -0.8401 -0.7322  C3 1.093
6 H -0.2921 -0.3110 -1.3472  C3 1.093

---

(4)
Below is a cluster of 2 separate species, CH3O2P in total, with properties calculated with the ωB97M-V functional and the def2-TZVPD basis.

As for the multiplicity: 1. As for the largest force on an atom: 4.662 eV/Å. As for the total energy: -14465.7645 eV. The calculation puts the HOMO energy (spin up / spin down) at -9.2 / -8.1 eV. The value obtained for the gap between HOMO and LUMO (spin up / spin down) is 7.5 / 6.3 eV.

Bonds (Å) are listed after each position.
Positions of all 7 atoms, in Å:
1 P -0.4344 -1.7658 1.3692  O3 1.407
2 O 0.6995 0.4658 0.4153  C4 1.363
3 O 0.5818 -2.7060 1.6208  P1 1.407
4 C -0.0243 0.8883 -0.6594  O2 1.363, H5 1.160, H6 1.149, H7 1.173
5 H -1.0563 1.3239 -0.3592  C4 1.160
6 H 0.6355 1.7587 -1.0164  C4 1.149
7 H -0.4018 0.0351 -1.3703  C4 1.173

---

(5)
Below is a cluster of 2 separate species, CH3O2Si in total, with properties calculated with the ωB97M-V functional and the def2-TZVPD basis.

As for the multiplicity: 1. As for the largest force on an atom: 4.174 eV/Å. As for the total energy: -13057.4339 eV. The net charge is -1. The calculation puts the HOMO energy at -1.8 eV. The value obtained for the gap between HOMO and LUMO is 5.5 eV.

Bonds (Å) are listed after each position.
Positions of all 7 atoms, in Å:
1 Si 0.1439 0.5749 1.1534  H5 1.687, H6 1.408, H7 1.396
2 O -0.4598 -2.0172 -1.3340  C4 1.185
3 O -0.8005 0.0066 -2.4034  C4 1.180
4 C -0.7264 -0.9116 -1.6655  O2 1.185, O3 1.180
5 H 0.3495 2.2468 1.2401  Si1 1.687
6 H 0.1978 0.0392 2.4542  Si1 1.408
7 H 1.2956 0.0613 0.5552  Si1 1.396

---

(6)
Below is a cluster of 2 separate species, CH3O3 in total, with properties calculated with the ωB97M-V functional and the def2-TZVPD basis.

As for the multiplicity: 1. As for the largest force on an atom: 2.863 eV/Å. As for the total energy: -7229.2955 eV. The net charge is -1. The calculation puts the HOMO energy at -3.8 eV. The value obtained for the gap between HOMO and LUMO is 7.9 eV.

Bonds (Å) are listed after each position.
Positions of all 7 atoms, in Å:
1 O -1.8225 -0.8808 -2.4357  H5 0.984, H6 0.984
2 O 1.3828 -0.5238 1.8864  C4 1.271
3 O 1.2894 1.1220 0.3587  C4 1.268
4 C 1.3168 0.7012 1.5547  O2 1.271, O3 1.268, H7 1.117
5 H -1.7024 -0.1553 -1.7819  O1 0.984
6 H -1.5615 -1.6967 -1.9515  O1 0.984
7 H 1.0974 1.4334 2.3693  C4 1.117

---

What did the sixth record say?
Below is a cluster of 2 separate species, CH3O3 in total, with properties calculated with the ωB97M-V functional and the def2-TZVPD basis.

As for the multiplicity: 1. As for the largest force on an atom: 2.863 eV/Å. As for the total energy: -7229.2955 eV. The net charge is -1. The calculation puts the HOMO energy at -3.8 eV. The value obtained for the gap between HOMO and LUMO is 7.9 eV.

Bonds (Å) are listed after each position.
Positions of all 7 atoms, in Å:
1 O -1.8225 -0.8808 -2.4357  H5 0.984, H6 0.984
2 O 1.3828 -0.5238 1.8864  C4 1.271
3 O 1.2894 1.1220 0.3587  C4 1.268
4 C 1.3168 0.7012 1.5547  O2 1.271, O3 1.268, H7 1.117
5 H -1.7024 -0.1553 -1.7819  O1 0.984
6 H -1.5615 -1.6967 -1.9515  O1 0.984
7 H 1.0974 1.4334 2.3693  C4 1.117